Record 1
Molecular formula: C3H8O2S
Method: DFT, ωB97M-V with the def2-TZVPD basis set

Each line ends with the Mulliken charge.
Atoms and positions in Å:
C  0.41  0.14  0.13  -0.296
O  1.40  -0.61  -0.58  -0.470
C  -0.96  -0.01  -0.53  -0.418
C  -1.80  1.24  -0.31  -0.750
S  -3.39  1.35  -1.18  -0.738
H  0.40  -0.23  1.15  0.293
H  0.72  1.19  0.13  0.216
H  -1.48  -0.83  -0.05  0.190
H  -0.84  -0.22  -1.60  0.305
H  -1.19  2.11  -0.54  0.226
H  -1.96  1.26  0.78  0.211
H  1.96  -1.19  -0.04  0.213
H  3.04  -1.85  1.05  0.181
O  3.70  -2.34  1.56  -1.164

HOMO level (eV): -0.3
2S+1: 1
Total energy (a.u.): -667.692081
Molar mass (u): 108.2
Charge: -2

Record 2
Molecular formula: C24H34N4O9Sr
Method: DFT, ωB97M-V with the def2-TZVPD basis set

Each line ends with the Mulliken charge.
Atoms and positions in Å:
N  4.13  10.77  12.16  0.823
H  3.46  11.11  12.84  -0.353
H  4.61  11.62  11.72  0.221
H  3.65  10.24  11.44  0.578
H  4.91  10.20  12.60  -0.004
Sr  7.40  11.59  13.08  1.824
C  6.11  12.78  16.98  -1.328
C  5.15  12.36  15.89  0.559
O  5.70  11.54  14.95  -0.723
H  7.01  13.20  16.50  0.255
H  6.44  11.94  17.60  0.300
H  5.70  13.58  17.60  0.399
H  4.66  13.28  15.48  0.123
H  4.29  11.81  16.37  -0.506
C  4.81  13.76  9.62  -0.584
C  5.92  13.80  10.67  -0.601
O  5.77  12.77  11.59  -0.788
H  4.80  12.78  9.14  -0.036
H  4.95  14.52  8.85  0.446
H  3.85  13.91  10.11  0.036
H  5.89  14.78  11.18  0.299
H  6.90  13.75  10.15  0.310
C  6.37  8.32  10.66  -0.462
C  6.66  8.16  12.13  -0.732
O  6.45  9.27  12.91  -0.872
H  6.61  7.39  10.15  0.416
H  6.88  9.20  10.25  0.122
H  5.30  8.50  10.49  0.005
H  7.71  7.79  12.22  0.279
H  6.06  7.31  12.52  0.219
C  0.07  10.12  18.51  -0.502
C  -0.45  9.87  17.25  -0.543
C  0.40  9.68  16.18  -0.310
C  1.77  9.72  16.39  0.101
C  2.29  9.86  17.64  -0.224
C  1.44  10.11  18.71  -0.566
N  2.66  9.43  15.28  1.135
O  2.25  9.78  14.17  -0.680
O  3.70  8.89  15.52  -0.543
H  -0.58  10.32  19.35  0.404
H  -1.52  9.95  17.09  0.388
H  0.07  9.45  15.17  0.436
H  3.36  9.86  17.82  0.465
H  1.86  10.28  19.69  0.419
C  0.14  13.59  16.32  -0.700
C  1.42  13.27  15.87  -0.329
C  1.64  13.11  14.53  0.486
C  0.58  13.25  13.64  -0.196
C  -0.70  13.56  14.08  -0.522
C  -0.92  13.70  15.43  -0.436
N  0.81  13.16  12.20  1.008
O  1.84  12.65  11.81  -0.537
O  -0.03  13.64  11.47  -0.623
H  -0.04  13.64  17.39  0.418
H  2.22  13.14  16.59  0.422
H  2.58  12.75  14.14  0.091
H  -1.55  13.62  13.42  0.463
H  -1.93  13.76  15.82  0.383
C  1.56  12.88  6.19  -0.428
C  1.45  12.82  7.58  -0.671
C  2.21  11.92  8.28  0.111
C  3.09  11.11  7.60  -0.060
C  3.23  11.15  6.22  -0.549
C  2.46  12.06  5.51  -0.492
N  3.88  10.13  8.36  1.062
O  3.53  9.91  9.50  -0.675
O  4.83  9.61  7.82  -0.603
H  0.94  13.55  5.59  0.384
H  0.71  13.44  8.08  0.464
H  2.21  11.92  9.36  0.485
H  3.91  10.47  5.72  0.463
H  2.53  12.06  4.43  0.377

HOMO level (eV): -7.3
2S+1: 1
Total energy (a.u.): -1861.542410
Molar mass (u): 610.2

Record 3
Molecular formula: C2H9NO4
Method: DFT, ωB97M-V with the def2-TZVPD basis set

Each line ends with the Mulliken charge.
Atoms and positions in Å:
O  -1.28  0.91  1.67  -0.688
C  -1.06  -0.29  1.48  0.107
N  0.07  -0.65  0.84  -0.073
C  1.09  0.23  0.21  -0.564
O  0.90  0.21  -1.19  -0.627
H  -1.63  -1.15  1.84  0.378
H  0.21  -1.63  0.60  0.275
H  1.16  1.24  0.65  0.388
H  2.02  -0.26  0.54  0.323
H  0.25  0.97  -1.30  0.456
H  1.33  -3.06  -1.88  0.308
H  1.00  -1.54  -1.45  0.407
O  0.80  -2.49  -1.29  -0.685
H  -1.02  1.93  0.13  0.394
H  -1.46  2.04  -1.35  0.342
O  -0.73  2.24  -0.76  -0.741

HOMO level (eV): -10.2
SMILES string: O=CNCO.O.O
2S+1: 1
Total energy (a.u.): -437.330253
Molar mass (u): 111.1

Record 4
Molecular formula: C3H7O2S
Method: DFT, ωB97M-V with the def2-TZVPD basis set

Each line ends with the Mulliken charge.
Atoms and positions in Å:
C  0.77  0.07  -1.27  -0.693
C  1.18  -0.52  0.00  -0.366
S  2.15  0.63  0.94  -0.339
H  0.68  -0.82  -2.06  0.242
H  1.30  0.93  -1.46  0.351
H  -0.29  0.45  -1.12  0.034
H  0.23  -0.80  0.53  0.200
H  1.74  -1.36  -0.12  0.384
H  1.06  1.43  1.29  0.160
O  -3.07  -0.88  1.11  -0.686
C  -2.23  0.00  0.80  0.084
O  -1.21  0.36  1.52  -0.651
H  -2.32  0.52  -0.16  0.280

HOMO level (eV): -4.4
2S+1: 1
Total energy (a.u.): -667.197396
Molar mass (u): 107.2
Charge: -1

Record 5
Molecular formula: C4H9N4
Method: DFT, ωB97M-V with the def2-TZVPD basis set

Each line ends with the Mulliken charge.
Atoms and positions in Å:
C  -0.02  -1.69  0.89  -0.715
C  -0.56  -2.36  -0.15  -0.443
C  0.37  -0.27  0.51  0.273
C  -0.33  1.10  0.93  -0.481
N  -0.44  -1.52  -1.27  -0.342
N  0.14  -0.34  -0.97  0.924
N  0.23  0.53  -1.86  -0.821
N  0.44  2.13  0.04  -0.657
H  0.17  -2.12  1.80  0.457
H  -0.98  -3.25  -0.16  0.581
H  1.50  -0.16  0.82  0.235
H  -1.32  1.22  0.54  0.346
H  -0.29  1.40  2.02  0.328
H  0.57  1.52  -1.38  0.508
H  1.36  2.36  0.35  0.237
H  0.17  3.10  0.06  0.262
H  -1.01  -1.66  -2.15  0.309

HOMO level (eV): -13.2
SMILES string: [H]/N=[N+]1/NC=C[C@@H]1CN
2S+1: 1
Total energy (a.u.): -376.445879
Molar mass (u): 113.1
Charge: +1

Record 6
Molecular formula: C42H34N9O6RbS2Se
Method: DFT, ωB97M-V with the def2-TZVPD basis set

Each line ends with the Mulliken charge.
Atoms and positions in Å:
Rb  0.03  -1.77  -1.96  0.592
C  -4.03  -1.69  -4.75  -1.760
C  -2.92  -2.30  -3.94  0.328
N  -2.71  -2.04  -2.70  1.454
N  -3.55  -1.16  -2.08  -1.206
C  -3.15  -0.89  -0.83  0.105
O  -2.22  -1.38  -0.17  -0.716
C  -3.98  0.20  -0.18  0.130
C  -5.20  0.63  -0.69  -0.079
C  -5.92  1.63  -0.06  -0.700
C  -5.42  2.23  1.10  -0.284
C  -4.20  1.81  1.61  -0.699
C  -3.49  0.80  0.98  -0.408
C  -1.94  -3.17  -4.62  0.894
C  -1.97  -3.33  -6.01  -1.016
C  -0.99  -4.09  -6.63  -0.472
C  0.00  -4.67  -5.86  -0.816
C  -0.05  -4.47  -4.49  0.010
N  -0.99  -3.77  -3.88  0.073
H  -4.70  -1.15  -4.08  0.325
H  -4.60  -2.45  -5.29  0.340
H  -3.63  -0.98  -5.48  0.321
H  -5.56  0.17  -1.60  0.410
H  -6.87  1.96  -0.46  0.370
H  -5.97  3.02  1.59  0.349
H  -3.79  2.28  2.50  0.376
H  -2.53  0.45  1.36  0.512
H  -2.72  -2.83  -6.60  0.329
H  -0.99  -4.20  -7.71  0.367
H  0.80  -5.25  -6.31  0.383
H  0.73  -4.88  -3.85  0.233
C  3.93  -2.91  -1.46  -0.528
C  3.25  -4.19  -1.11  0.226
N  1.97  -4.32  -0.99  0.492
C  1.61  -5.59  -0.58  -0.267
C  2.65  -6.45  -0.40  -0.459
S  4.13  -5.64  -0.72  -0.302
C  0.18  -5.89  -0.39  -0.119
C  -0.33  -7.07  0.05  -0.517
S  -2.04  -6.95  0.12  -0.287
C  -1.94  -5.29  -0.42  0.293
N  -0.73  -4.90  -0.64  0.321
C  -3.15  -4.45  -0.62  -0.454
H  3.34  -2.36  -2.20  -0.072
H  4.93  -3.10  -1.87  0.437
H  4.03  -2.29  -0.57  0.190
H  2.61  -7.48  -0.11  0.413
H  0.19  -7.97  0.33  0.423
H  -4.04  -4.91  -0.19  0.490
H  -3.30  -4.29  -1.69  0.000
H  -2.97  -3.46  -0.19  -0.096
C  2.64  8.66  7.94  -0.833
O  2.62  8.78  6.54  -0.479
C  2.47  7.62  5.82  1.069
C  2.37  6.36  6.38  -0.530
C  2.22  5.25  5.56  -0.831
C  2.17  5.37  4.17  0.185
C  2.27  6.66  3.63  -0.569
C  2.42  7.77  4.44  -0.528
C  1.99  4.24  3.27  0.267
N  1.80  4.35  1.98  -0.801
C  1.66  3.05  1.50  0.607
C  1.78  2.16  2.56  0.107
N  1.99  2.94  3.68  -0.097
C  1.66  0.76  2.39  0.583
C  1.78  -0.19  3.42  -0.497
C  1.64  -1.52  3.13  -0.982
C  1.38  -1.89  1.81  -0.438
N  1.27  -1.03  0.82  0.414
C  1.39  0.29  1.07  -0.607
C  1.22  1.23  -0.06  -0.601
N  0.84  0.72  -1.20  0.770
C  0.74  1.53  -2.35  0.342
C  0.83  3.00  -2.13  -1.155
C  1.16  3.49  -0.93  -0.836
C  1.40  2.62  0.18  0.270
H  2.75  9.67  8.33  0.240
H  3.49  8.05  8.28  0.323
H  1.71  8.23  8.33  0.331
H  2.41  6.22  7.45  0.351
H  2.13  4.28  6.02  0.232
H  2.22  6.76  2.55  0.474
H  2.49  8.76  4.02  0.393
H  2.11  2.61  4.62  0.168
H  1.98  0.14  4.44  0.299
H  1.72  -2.28  3.90  0.415
H  1.27  -2.94  1.54  0.277
H  -0.14  1.25  -2.94  0.439
H  0.61  3.65  -2.97  0.396
H  1.23  4.57  -0.76  0.452
O  2.61  0.27  -5.68  -0.753
Se  1.70  -0.14  -4.41  1.050
O  0.11  -0.29  -4.70  -0.571
O  2.23  -1.44  -3.61  -0.770
O  1.88  1.22  -3.32  -0.511

HOMO level (eV): -1.0
2S+1: 1
Total energy (a.u.): -5787.103476
Molar mass (u): 989.4
Charge: -2